ORCA calculation (ωB97M-V with the def2-TZVPD basis set) on 2 unconnected molecules or ions with the total composition C2H5NOSi.

Cartesian coordinates (Å):
C -2.583 0.025 0.052
C 1.777 -0.765 0.118
N -3.467 -0.698 0.161
O 0.531 -1.070 -0.347
Si -1.113 1.120 -0.178
H 1.841 0.231 0.584
H 2.524 -0.775 -0.694
H 2.092 -1.486 0.886
H -0.964 1.555 -1.553
H -0.638 1.862 0.970

Cartesian forces, eV/Å:
0.607 0.789 0.007
1.070 0.278 0.159
-0.267 -0.176 0.045
-2.421 1.866 -0.043
1.068 -3.253 -0.451
0.086 -0.172 0.022
-0.007 0.030 0.100
0.010 0.011 0.036
-0.081 0.380 -0.053
-0.065 0.247 0.179

Values from the calculation:
Charge: 0
2S+1: 1
Max |F| in eV/Å: 3.5
Relative energy (zero: lowest compared OMol25 entry of this formula, charge and spin) in kcal per mole: 101.5
Gap between HOMO and LUMO (spin up / spin down) in eV: 7.81 / 6.82

Atom charges from the Löwdin analysis, given in e for atoms 1 to 8: number 1, C, carries -0.404; number 2, C, carries -0.325; number 3, N, carries 0.087; number 4, O, carries -0.270; number 5, Si, carries 0.863; number 6, H, carries 0.054; number 7, H, carries 0.069; number 8, H, carries 0.072

ORCA calculation (ωB97M-V with the def2-TZVPD basis set) on 2 unconnected molecules or ions with the total composition C2H5NS.

Cartesian coordinates (Å):
C 1.521 0.134 -0.023
C -0.950 -0.878 0.070
N 2.753 0.313 -0.022
S 0.748 -1.382 0.218
H 0.584 1.281 0.007
H -1.558 -1.682 0.432
H -1.391 -0.880 -0.958
H -0.993 0.056 0.700
H 3.147 1.189 -0.373

Cartesian forces, eV/Å:
-1.826 4.358 0.473
-0.613 0.595 -0.257
0.467 -0.569 -0.954
0.175 -0.735 -0.183
2.392 -3.255 -0.456
-0.173 -0.358 1.225
0.991 1.015 0.468
-0.801 -0.973 -1.041
-0.612 -0.079 0.725

Values from the calculation:
Charge: 0
2S+1: 1
Max |F| in eV/Å: 4.7
Relative energy (zero: lowest compared OMol25 entry of this formula, charge and spin) in kcal per mole: 49.9
Gap between HOMO and LUMO in eV: 9.92

Atom charges from the Löwdin analysis, given in e for atoms 1 to 8: number 1, C, carries -0.694; number 2, C, carries -0.457; number 3, N, carries -0.018; number 4, S, carries 0.837; number 5, H, carries 0.171; number 6, H, carries 0.013; number 7, H, carries 0.056; number 8, H, carries 0.036

ORCA calculation (ωB97M-V with the def2-TZVPD basis set) on C2H5NS in the gas phase.

Cartesian coordinates (Å):
C 2.073 -0.044 -0.014
N 0.916 -0.568 0.065
S -0.462 0.319 -0.466
C -1.757 -0.118 0.679
H 2.311 1.009 0.002
H 2.976 -0.572 0.295
H -2.006 -1.213 0.828
H -1.489 0.373 1.603
H -2.712 0.237 0.281

Cartesian forces, eV/Å:
-0.236 0.268 1.547
0.143 -0.451 -0.262
0.610 0.334 -0.604
-0.456 -1.571 0.358
-0.538 0.754 -0.996
-0.402 -0.824 -0.248
0.995 1.028 -0.153
-0.490 -0.129 0.432
0.372 0.591 -0.074

Values from the calculation:
Charge: 0
2S+1: 1
SMILES: C=NSC
Max |F| in eV/Å: 1.7
Relative energy (zero: lowest compared OMol25 entry of this formula, charge and spin) in kcal per mole: 35.5
Gap between HOMO and LUMO in eV: 9.27

Atom charges from the Löwdin analysis, given in e for atoms 1 to 8: number 1, C, carries -0.175; number 2, N, carries -0.379; number 3, S, carries 0.779; number 4, C, carries -0.443; number 5, H, carries 0.051; number 6, H, carries 0.061; number 7, H, carries 0.062; number 8, H, carries 0.015

ORCA calculation (ωB97M-V with the def2-TZVPD basis set) on C2H5NS2 in the gas phase.

Cartesian coordinates (Å):
C -0.079 1.544 -0.097
N -0.498 0.139 -0.115
S -2.072 -0.360 0.005
C 0.610 -0.714 -0.217
S 2.182 -0.229 0.115
H 0.168 1.843 1.003
H 0.955 1.747 -0.613
H -0.947 2.107 -0.392
H -2.201 -0.414 1.403
H 0.559 -1.817 -0.639

Cartesian forces, eV/Å:
1.311 1.011 2.334
3.699 -0.794 -0.915
-0.749 -0.283 0.986
0.859 -1.227 -0.362
-1.433 -0.661 -0.344
-0.494 -0.415 -1.693
-2.499 -0.562 0.415
0.000 0.516 -0.434
0.213 0.058 -1.167
-0.906 2.357 1.181

Values from the calculation:
Charge: 0
2S+1: 1
SMILES: CN(S)C=S
Max |F| in eV/Å: 3.9
Relative energy (zero: lowest compared OMol25 entry of this formula, charge and spin) in kcal per mole: 44.2
Gap between HOMO and LUMO in eV: 8.75

Atom charges from the Löwdin analysis, given in e for atoms 1 to 8: number 1, C, carries -0.205; number 2, N, carries -0.700; number 3, S, carries 0.784; number 4, C, carries -0.693; number 5, S, carries 0.594; number 6, H, carries 0.105; number 7, H, carries 0.064; number 8, H, carries 0.052